1.
20
Properties=species:S:1:pos:R:3:mulliken_charge:R:1 method="wB97M-V/def2-TZVPD" fmax_ev_per_a=6.32 relative_energy_kcal_mol=117.07 total_charge=+1
C -1.58008 -0.88303 -1.73751 -0.3974
C -0.76028 -0.47223 -2.61688 -0.4474
C 0.75018 1.30636 1.80124 -0.4061
C 1.29957 0.90147 0.40420 -0.9147
C -0.77735 0.90848 1.32876 -0.9583
C -0.09858 0.67968 -0.10462 0.3138
C -0.40701 -0.56367 -0.81209 -0.2463
N 0.20400 -1.77374 -0.30846 -0.2033
H -2.47112 -1.50710 -1.58339 0.3886
H -0.21483 -0.44080 -3.50380 0.4011
H 1.28424 0.67540 2.55846 0.2538
H 0.80626 2.29804 2.08876 0.3427
H 1.99432 1.65064 -0.06836 0.2902
H 1.86816 -0.06384 0.36688 0.1848
H -1.20638 0.21071 2.00954 0.3181
H -1.39543 1.75129 1.23003 0.3659
H -0.46479 1.53594 -0.68211 0.6147
H -0.46283 -2.53834 0.00478 0.3944
H 0.66809 -1.40493 0.50887 0.3491
H 0.96387 -2.27032 -0.88430 0.3562

2.
21
Properties=species:S:1:pos:R:3:mulliken_charge:R:1 method="wB97M-V/def2-TZVPD" fmax_ev_per_a=5.19 relative_energy_kcal_mol=124.96
C -1.48096 0.64473 0.27212 -0.4521
C -1.01178 -0.71687 0.10314 -0.2353
C 0.73762 1.28548 -0.41738 -0.7713
C 1.26877 -0.21739 -0.48748 -0.3233
C -0.88668 1.67665 -0.30915 0.5927
C -1.32602 3.09858 -0.19974 -1.4068
C 1.03759 -3.05625 0.76775 -0.8736
N 0.27005 -1.05054 -0.25889 0.3483
N 0.59320 -2.40650 -0.42956 -0.7452
H -2.55872 0.83266 0.68686 0.1527
H -1.80955 -1.39184 0.26525 0.3721
H 1.27274 1.54689 0.47801 0.3109
H 1.07660 1.94962 -1.24414 0.3545
H 2.27977 -0.33574 -0.86411 0.3837
H -2.16090 3.26870 0.40620 0.4051
H -1.63004 3.36541 -1.28086 0.2528
H -0.53809 3.63828 0.10621 0.4008
H 1.25921 -2.25213 1.54071 0.2806
H 0.28786 -3.74915 1.18619 0.2351
H 1.94450 -3.55794 0.70461 0.4082
H 1.37482 -2.57263 -1.02574 0.3100

3.
21
Properties=species:S:1:pos:R:3:mulliken_charge:R:1 method="wB97M-V/def2-TZVPD" fmax_ev_per_a=4.98 relative_energy_kcal_mol=30.62
C 0.63430 -1.61673 -0.97196 -1.1288
C 0.74374 -0.17547 -0.48262 0.1769
C 1.09561 0.79195 -1.63500 -1.0278
C 0.38675 2.13155 -1.43189 -0.6406
C -0.82508 1.62409 -0.55952 -0.6853
C -0.51924 0.42461 0.12956 0.2056
C -0.83511 -1.10116 1.96466 -0.0844
H 0.31259 -2.22508 -0.11787 0.3704
H 1.77172 -1.89797 -1.14730 0.2696
H 0.00990 -1.76332 -1.86460 0.3732
H 1.61821 -0.23274 0.17187 0.2702
H 2.15922 0.83255 -1.93528 0.4332
H 0.66824 0.34718 -2.50472 0.2743
H 1.04606 2.85043 -0.93983 0.2611
H 0.26275 2.55699 -2.38523 0.4400
H -1.72782 2.24934 -0.53964 0.3550
H -2.31670 -0.23960 0.98391 0.2346
H -1.65319 -1.67676 2.47690 0.2963
H 0.97447 -0.95986 1.93030 0.3350
N -1.32609 -0.27905 1.00393 -0.0601
N 0.29590 -1.48011 2.39494 -0.6684

4.
22
Properties=species:S:1:pos:R:3:mulliken_charge:R:1 method="wB97M-V/def2-TZVPD" fmax_ev_per_a=3.55 relative_energy_kcal_mol=26.90
C 2.97528 1.23813 0.98402 -0.6076
C 1.69206 0.82362 1.29285 -0.2200
C 2.33896 -0.00138 -0.64656 0.0720
C -1.08931 1.04560 -1.18721 -1.2298
C -0.71898 -0.94208 1.29702 -1.4187
C -0.62027 -0.40817 -1.20957 -0.8019
C 0.15698 -0.84040 0.05474 0.7512
N 3.34189 0.78769 -0.21998 -0.6543
N 1.34603 0.02402 0.24691 0.2276
O 0.63726 -2.14228 -0.31978 -0.5810
H 3.49792 2.03533 1.48462 0.3867
H 1.08473 0.91374 2.13708 0.3847
H 2.37456 -0.48492 -1.66467 0.3139
H -1.41554 1.32763 -2.19320 0.3654
H -0.22871 1.51745 -0.83573 0.3721
H -1.83167 1.13893 -0.45111 0.3233
H 0.02227 -1.37036 2.00200 0.4614
H -1.76711 -1.26372 1.22237 0.2894
H -0.80046 0.15621 1.60497 0.3436
H -1.36407 -1.16048 -1.41415 0.5136
H 0.08444 -0.45713 -2.11611 0.2785
H 0.69411 -2.62407 0.53926 0.4296